18
Properties=species:S:1:pos:R:3 method="wB97M-V/def2-TZVPD" max_force_ev_per_a=3.18 total_energy_ha=-339.68467 charge=+1 homo_lumo_gap_ha=0.2915 de_lowest_kj_mol=91.9 e_lumo_ev=-3.326
N 1.59 -0.56 -2.71
N -1.87 -0.49 0.66
N 0.69 1.73 2.34
N 0.03 -1.36 -1.18
C -0.31 1.27 1.51
C 0.49 -0.41 -1.94
C -0.78 -0.02 1.54
H -0.68 -1.08 -0.45
H 0.06 0.57 -2.00
H 0.52 -2.26 -1.12
H -0.35 -0.83 2.13
H 1.24 0.96 2.70
H -2.47 -1.17 1.16
H 1.97 0.24 -3.22
H -2.50 0.28 0.40
H 2.23 -1.33 -2.69
H -0.80 1.94 0.79
H 1.30 2.37 1.85



111
Properties=species:S:1:pos:R:3 method="wB97M-V/def2-TZVPD" smiles=CCCCNP(CC)COCC.c1ccncc1.c1ccncc1.c1ccncc1.c1ccncc1.c1ccncc1.c1ccncc1.c1ccncc1 max_force_ev_per_a=0.34 total_energy_ha=-2565.41233 homo_lumo_gap_ha=0.3155 e_lumo_ev=0.678
P -0.84 0.53 0.54
O -2.99 1.40 2.17
N 1.69 -4.16 -2.00
N 0.87 -0.85 4.50
N -1.57 -1.01 0.38
N 0.13 4.19 -3.96
N 6.37 0.27 1.08
N -5.38 0.53 -1.50
N -4.10 7.19 -0.11
N 6.31 -2.41 4.52
C 5.98 0.10 -1.28
C 3.08 -2.15 3.43
C 6.77 0.41 -0.18
C -1.50 -3.22 -0.76
C -3.13 6.71 -0.88
C -0.83 6.33 -4.44
C 3.96 -4.91 -1.85
C -1.73 1.49 -0.75
C -3.69 0.19 2.37
C 3.82 -5.63 -3.03
C 7.00 -4.37 5.71
C -6.00 0.28 -2.65
C 7.59 -2.10 4.34
C 5.13 -0.19 1.28
C 8.33 -4.04 5.51
C 2.60 -5.61 -3.68
C -7.43 1.44 -0.67
C 3.20 -1.41 4.59
C 0.78 -1.55 3.37
C 4.26 -0.52 0.25
C 2.87 -4.20 -1.38
C 6.03 -3.52 5.20
C -4.09 4.54 -0.94
C -3.17 -4.05 -2.44
C 8.63 -2.88 4.81
C 1.85 -2.23 2.80
C -0.87 4.95 -4.40
C -1.59 1.25 2.06
C 1.23 4.81 -3.55
C 1.57 -4.86 -3.13
C -0.71 -2.06 -0.17
C -7.33 0.59 -2.89
C -6.10 1.10 -0.54
C -5.12 5.02 -0.15
C 0.33 6.96 -4.00
C 4.70 -0.37 -1.06
C -3.08 5.40 -1.32
C -2.49 -2.83 -1.84
C 2.06 -0.79 5.09
C 1.38 6.18 -3.55
C -4.87 0.45 3.29
C -5.07 6.36 0.24
C -1.03 1.33 -2.10
C -8.06 1.18 -1.87
H -1.17 2.25 2.11
H -2.02 -3.75 0.04
H -5.72 0.86 2.75
H -2.26 5.06 -1.94
H 2.44 -6.15 -4.60
H 4.65 -6.20 -3.43
H 2.03 4.16 -3.19
H 1.72 -2.78 1.89
H -0.09 -2.45 0.64
H 3.26 -0.86 0.47
H 6.37 0.24 -2.28
H -1.30 2.10 -2.81
H 2.94 -3.63 -0.47
H 0.40 8.04 -4.02
H 4.16 -1.30 5.08
H -2.77 1.17 -0.79
H -2.44 -4.73 -2.87
H -1.71 2.54 -0.44
H -2.46 -0.97 -0.09
H -0.20 -1.57 2.89
H 9.66 -2.58 4.63
H -4.08 3.50 -1.26
H -1.76 4.42 -4.72
H -2.35 7.42 -1.15
H -5.57 1.30 0.39
H -9.11 1.43 -2.02
H 7.78 -1.19 3.78
H -3.86 -3.76 -3.24
H -3.74 -4.59 -1.69
H -1.97 -2.28 -2.63
H 0.04 1.37 -1.97
H 4.98 -3.74 5.33
H 3.95 -2.64 3.00
H -7.78 0.36 -3.85
H 6.72 -5.26 6.25
H -3.26 -2.17 -1.44
H -4.58 1.15 4.06
H -1.68 6.90 -4.80
H -4.02 -0.22 1.42
H -5.39 -0.18 -3.43
H -0.02 -1.69 -0.92
H 4.05 -0.61 -1.89
H 2.30 6.63 -3.20
H -3.03 -0.56 2.81
H 7.78 0.78 -0.31
H 4.89 -4.90 -1.31
H -5.93 4.39 0.17
H 0.60 -4.81 -3.61
H -0.76 -3.89 -1.18
H -1.21 0.70 2.93
H 2.11 -0.19 5.99
H 4.81 -0.28 2.31
H -5.86 6.77 0.87
H -1.26 0.36 -2.55
H 9.12 -4.67 5.90
H -7.97 1.90 0.15
H -5.19 -0.48 3.76